Below is a 7-piece molecular cluster, CH16O6S overall in a non-equilibrium geometry, with properties calculated with ωB97M-V/def2-TZVPD.

Summary:
⟨S²⟩ = 0.753
E_LUMO (alpha / beta) = -3.85 / -9.16 eV
Calculated total energy = -24408.1303 eV
Multiplicity = 2
Gap between HOMO and LUMO (alpha / beta) = 11.084 / 5.757 eV
ΔE to the lowest compared entry with this formula, charge and spin = 0.0 kJ/mol
Total charge = +1
HOMO energy (alpha / beta) = -14.9 / -14.9 eV

Last column: Mulliken charge in e.
Positions of all 24 atoms, in Å:
C1 0.19979 -1.92297 -1.02848  -0.27
S1 0.00557 -2.08669 0.76501  0.16
H1 1.22126 -2.24870 -1.22455  0.38
H2 -0.58524 -2.44380 -1.56346  0.41
H3 0.19552 -0.84133 -1.15362  -0.04
H4 -0.53419 -3.33089 0.82647  0.29
H5 2.36564 -1.00335 1.60756  0.29
H6 1.64021 0.40420 1.42765  0.45
O1 2.17590 -0.30417 0.98414  -0.71
H7 -1.28806 3.07788 0.03763  0.30
H8 -1.21830 1.84065 -0.80712  0.48
O2 -1.49415 2.12680 0.07510  -0.78
H9 -0.63099 1.61496 -3.07573  0.36
H10 0.36387 1.42505 -1.99693  0.36
O3 -0.36740 2.01193 -2.23821  -0.71
H11 -0.16474 1.51334 1.35070  0.38
H12 0.13580 1.15590 2.76381  0.37
O4 0.55493 1.60097 2.01392  -0.73
H13 2.49458 0.99123 -1.96051  0.34
H14 2.14637 0.27522 -0.74170  0.33
O5 1.81709 0.33872 -1.66035  -0.72
H15 -2.68478 0.40427 0.51043  0.39
H16 -2.18680 -0.90380 0.68175  0.20
O6 -3.02347 -0.49948 0.48743  -0.55


Below is a 16-piece molecular cluster, C28H45Cl30N2O2PS overall in a non-equilibrium geometry, with properties calculated with ωB97M-V/def2-TZVPD.

Summary:
E_LUMO = -1.32 eV
Calculated total energy = -432623.5487 eV
Multiplicity = 1
Gap between HOMO and LUMO = 6.159 eV
Total charge = 0
HOMO energy = -7.5 eV

Last column: Mulliken charge in e.
Positions of all 109 atoms, in Å:
C1 4.80496 -2.66919 0.27766  -0.28
P1 3.80974 -2.70238 -1.35172  0.01
C2 4.50345 -1.51348 -2.67514  -0.50
C3 1.93882 -2.35168 -0.98238  0.17
C4 0.98500 -3.72290 -0.89548  -0.68
C5 -0.60904 -3.55114 -0.55371  -0.31
S1 -1.82871 -4.96659 -0.42325  -0.12
C6 -1.18263 -2.03005 -0.34331  0.20
C7 -0.25772 -0.64374 -0.42111  0.20
N1 -0.97388 0.65156 -0.16166  -0.52
C8 -0.00198 1.78704 -0.32058  -0.37
C9 1.57361 1.65876 -0.70550  0.26
C10 2.44614 3.07346 -0.87558  0.07
C11 3.47706 3.35322 0.36922  0.25
O1 4.81595 2.92649 -0.06849  -0.26
C12 5.24281 1.73397 0.68228  0.64
O2 5.67474 1.93675 1.94963  -0.57
N2 2.26707 0.34191 -0.91079  0.13
C13 1.32197 -0.81703 -0.76605  0.38
H1 4.26920 -3.38280 1.07087  0.15
H2 4.72123 -1.57742 0.70997  -0.18
H3 5.90036 -3.01985 0.05737  0.32
H4 4.56237 -0.44798 -2.18417  -0.12
H5 5.58650 -1.87196 -2.94882  0.38
H6 3.85231 -1.53531 -3.65332  0.29
H7 1.39437 -4.81313 -1.05126  0.26
H8 -2.32128 -5.30840 -1.69280  0.16
H9 -2.34716 -1.91228 -0.12600  -0.03
H10 -0.43460 2.88738 -0.17433  0.24
H11 2.93197 3.12667 -1.94336  -0.42
H12 1.64409 3.95625 -0.84456  0.31
H13 3.52347 4.53400 0.53639  -0.40
H14 3.12686 2.90386 1.39510  0.33
H15 5.17811 0.64739 0.20610  -0.10
C14 3.89996 7.89987 0.86133  -0.25
Cl1 2.77272 6.90530 -0.06878  -0.14
Cl2 3.04596 9.16650 1.75090  -0.16
H16 4.43288 7.26361 1.57202  0.24
H17 4.61270 8.36516 0.17613  0.30
C15 -2.29357 -3.91647 3.63058  0.36
Cl3 -0.94151 -3.88761 2.49216  -0.06
Cl4 -3.02049 -2.31355 3.79565  -0.22
H18 -3.05087 -4.61465 3.26594  -0.37
H19 -1.92934 -4.24420 4.60727  0.30
C16 3.70408 3.00236 -5.29081  -0.17
Cl5 3.80252 4.59568 -4.53150  -0.18
Cl6 2.86554 1.84998 -4.24492  -0.05
H20 3.15781 3.09038 -6.23302  0.36
H21 4.71570 2.63701 -5.48356  0.06
C17 7.00501 1.49477 -2.87093  0.18
Cl7 6.24194 0.62509 -4.20745  -0.16
Cl8 7.01564 0.51610 -1.39882  -0.14
H22 8.03483 1.73591 -3.14521  0.03
H23 6.44824 2.41577 -2.68180  0.17
C18 -5.37718 -2.19941 1.07504  0.19
Cl9 -4.76117 -1.87079 -0.54898  -0.17
Cl10 -5.63863 -3.93079 1.31794  -0.08
H24 -4.65136 -1.84275 1.80981  -0.16
H25 -6.32601 -1.67417 1.20866  0.22
C19 -1.78144 -0.01221 6.77746  0.25
Cl11 -2.68530 0.09366 8.29295  -0.16
Cl12 -0.13131 -0.58024 7.05930  -0.16
H26 -2.28897 -0.71145 6.10859  -0.02
H27 -1.74302 0.97765 6.31625  0.10
C20 -3.42559 4.12256 7.88695  -0.25
Cl13 -4.88603 5.11138 7.76751  -0.15
Cl14 -3.31759 2.98223 6.54047  -0.13
H28 -2.55059 4.77679 7.87008  0.28
H29 -3.45025 3.56350 8.82548  0.25
C21 -6.55205 -7.77856 1.64712  -0.20
Cl15 -5.06221 -7.53898 0.72631  -0.12
Cl16 -7.69098 -8.79888 0.76010  -0.20
H30 -6.30934 -8.25960 2.59771  0.28
H31 -7.01548 -6.80664 1.83316  0.22
C22 -3.62512 -7.03526 5.61526  -0.39
Cl17 -4.04175 -6.89437 3.90310  -0.07
Cl18 -4.09524 -8.61413 6.25649  -0.16
H32 -2.54554 -6.91182 5.73006  0.31
H33 -4.14723 -6.25463 6.17385  0.32
C23 9.26302 3.12220 -5.99785  -0.31
Cl19 10.08069 3.13992 -4.43069  -0.16
Cl20 7.71835 3.97823 -5.91913  -0.09
H34 9.90225 3.60919 -6.73821  0.34
H35 9.08079 2.08582 -6.29234  0.23
C24 -6.63603 1.05078 -1.83826  -0.19
Cl21 -6.53759 2.64410 -1.07895  -0.17
Cl22 -7.47456 -0.10160 -0.79237  -0.15
H36 -7.18230 1.13880 -2.78047  0.25
H37 -5.62441 0.68543 -2.03102  0.26
C25 -10.74556 -7.44101 -0.80317  0.04
Cl23 -11.43940 -5.90100 -0.28178  -0.16
Cl24 -12.01006 -8.57498 -1.29326  -0.16
H38 -10.07983 -7.26244 -1.65101  0.27
H39 -10.18004 -7.87498 0.02500  0.00
C26 -6.58798 5.05656 -4.16781  -0.23
Cl25 -5.71699 5.95112 -5.41922  -0.16
Cl26 -6.40940 3.31217 -4.39189  -0.14
H40 -6.18746 5.33234 -3.18932  0.25
H41 -7.64846 5.31503 -4.21860  0.29
C27 4.05284 -1.84683 4.33692  -0.37
Cl27 3.99816 -3.56049 3.90648  -0.16
Cl28 3.26041 -0.85613 3.10584  -0.05
H42 3.54185 -1.70341 5.29203  0.31
H43 5.09646 -1.53562 4.42643  0.26
C28 3.74771 7.44284 -6.76780  -0.10
Cl29 4.21068 6.04914 -7.75176  -0.15
Cl30 2.50677 8.40811 -7.57608  -0.16
H44 3.35590 7.08865 -5.81127  0.10
H45 4.62866 8.06648 -6.59750  0.29


Q: Look up the calculated total energy of the first one.
A: -24408.1303 eV


Q: Look up the calculated total energy of the first one.
A: -24408.1303 eV


Q: Which value of calculated total energy does entry 2 give?
A: -432623.5487 eV


Q: Which value of calculated total energy does entry 2 give?
A: -432623.5487 eV